Model one:
Molecular formula: C3H6N2O2
Method: DFT, wB97M-V/def2-TZVPD

```
13
Properties=species:S:1:pos:R:3:lowdin_charge:R:1
N -1.160 -0.353 -1.082 0.12
C -0.335 0.130 -0.026 -0.51
O -0.792 1.407 0.347 0.03
C -0.032 -0.816 1.158 -0.06
O 1.384 -0.568 1.006 0.02
C 1.206 0.105 -0.175 -0.39
N 2.131 0.477 -0.933 0.18
H -1.857 0.333 -1.335 0.09
H -1.620 -1.222 -0.858 0.08
H -0.251 -1.874 0.971 0.13
H -0.408 -0.505 2.136 0.13
H -0.027 1.958 0.559 0.11
H 1.761 0.928 -1.769 0.07
```

Summary:
- LUMO energy: 0.731 eV
- Orbital gap: 10.39 eV
- Net charge: 0

Model two:
Molecular formula: C3H6N2O2
Method: DFT, wB97M-V/def2-TZVPD

```
13
Properties=species:S:1:pos:R:3:lowdin_charge:R:1
N -1.544 0.782 -0.384 0.17
C -1.136 -0.191 0.480 -0.44
O -2.120 -0.958 1.017 0.06
C 0.117 -0.450 0.898 -0.14
O 1.142 0.488 0.796 -0.04
C 1.862 0.467 -0.329 -0.32
N 1.544 -0.224 -1.341 0.11
H -2.531 0.831 -0.591 0.11
H -0.916 0.954 -1.157 0.09
H 0.428 -1.477 1.049 0.12
H -1.674 -1.256 1.827 0.11
H 2.716 1.137 -0.206 0.13
H 2.235 -0.107 -2.076 0.05
```

Summary:
- Structure (SMILES): [H]/N=C/O/C=C(\N)O
- LUMO energy: 0.925 eV
- Orbital gap: 8.88 eV
- Net charge: 0

Model three:
Molecular formula: C3H6N2O2
Method: DFT, wB97M-V/def2-TZVPD

```
13
Properties=species:S:1:pos:R:3:lowdin_charge:R:1
C -1.280 -0.458 -0.533 -0.35
C -2.512 0.314 -0.011 -0.12
C 2.015 0.161 0.205 -0.10
N -3.458 0.749 0.453 0.15
N 0.684 0.730 0.090 -0.11
O -1.025 -1.418 0.440 0.01
O -0.009 0.118 -1.003 -0.10
H -1.634 -0.982 -1.432 0.15
H 2.541 0.716 0.980 0.09
H 1.924 -0.882 0.501 0.08
H 2.582 0.218 -0.730 0.08
H -0.585 -0.982 1.184 0.10
H 0.756 1.718 -0.144 0.12
```

Summary:
- Structure (SMILES): CNO[C@@H](O)C#N
- LUMO energy: 0.770 eV
- Orbital gap: 10.97 eV
- Net charge: 0

Model four:
Molecular formula: C3H6N2O2
Method: DFT, wB97M-V/def2-TZVPD

```
13
Properties=species:S:1:pos:R:3:lowdin_charge:R:1
C 2.372 0.288 -0.366 -0.27
C 3.051 1.180 0.316 0.04
C -1.673 -0.921 0.041 -0.05
N -1.271 -0.023 -1.037 -0.11
N -1.040 1.311 -0.962 -0.09
O 1.775 -0.542 -0.893 0.16
O -1.445 1.881 0.074 -0.09
H 3.787 0.771 0.859 0.02
H 2.660 2.102 0.093 0.04
H -1.233 -0.491 -1.917 0.12
H -2.619 -0.464 0.447 0.10
H -0.760 -0.847 0.583 0.07
H -1.938 -1.822 -0.472 0.08
```

Summary:
- Structure (SMILES): C=C=O.CNN=O
- LUMO energy: 0.720 eV
- Orbital gap: 10.06 eV
- Net charge: 0

Top of the stability list: model one, leading by 23.4 kJ/mol.

Model one:
Molecular formula: H11O5S
Method: DFT, wB97M-V/def2-TZVPD

```
17
Properties=species:S:1:pos:R:3:lowdin_charge:R:1
S -0.712 0.317 -1.471 0.13
H -0.957 -1.058 -1.473 -0.30
H 0.995 1.637 -2.061 -0.14
H 1.181 3.225 -1.934 0.01
O 1.515 2.421 -2.336 -0.15
H 2.217 0.363 4.447 0.04
H 2.934 -1.003 4.368 0.03
O 3.011 -0.112 4.712 -0.06
H 1.805 -1.651 -1.405 0.00
H 2.787 -2.271 -0.474 0.02
O 2.631 -2.158 -1.416 -0.08
H -2.667 -1.189 0.495 -0.01
H -1.440 -0.433 0.498 -0.10
O -2.195 -0.651 1.144 -0.18
H -4.119 0.307 -0.669 0.00
H -3.006 1.170 -1.210 -0.08
O -3.979 1.086 -1.216 -0.13
```

Summary:
- LUMO energy: 2.819 eV
- Orbital gap: 7.19 eV
- Net charge: -1

Model two:
Molecular formula: H11O5S
Method: DFT, wB97M-V/def2-TZVPD

```
17
Properties=species:S:1:pos:R:3:lowdin_charge:R:1
S -1.168 0.336 -1.586 0.12
H -0.766 0.942 -0.469 -0.39
H 0.389 -1.349 -0.779 -0.08
H 1.817 -1.271 -0.649 0.01
O 1.116 -1.863 -0.365 -0.11
H 0.344 -1.341 1.586 -0.01
H -0.939 -0.868 2.049 0.01
O -0.055 -1.031 2.408 -0.08
H -2.297 -0.947 -0.029 -0.11
H -2.001 -2.357 0.100 0.01
O -2.639 -1.733 0.451 -0.13
H -0.482 2.769 0.793 0.04
H 0.503 1.802 0.088 -0.05
O 0.448 2.640 0.552 -0.10
H 1.392 0.912 -1.654 -0.05
H 2.083 2.145 -1.167 0.02
O 2.255 1.213 -1.328 -0.10
```

Summary:
- LUMO energy: 3.702 eV
- Orbital gap: 8.29 eV
- Net charge: -1

Top of the stability list: model two, leading by 54.7 kJ/mol.

Model one:
Molecular formula: C7H8O2
Method: DFT, wB97M-V/def2-TZVPD

```
17
Properties=species:S:1:pos:R:3:lowdin_charge:R:1
C 1.572 1.226 -0.428 -0.34
C 0.405 1.292 0.535 -0.27
C 1.260 0.081 -1.402 -0.08
C 0.491 -0.951 -0.523 -0.13
C -1.120 -0.716 1.497 -0.05
C -1.797 0.043 0.386 -0.05
C -0.295 -0.060 0.422 -0.36
O 2.544 1.872 -0.477 0.17
O -0.023 2.232 1.113 0.17
H 0.431 0.435 -2.008 0.12
H 2.139 -0.357 -1.968 0.14
H -0.108 -1.621 -1.142 0.11
H 1.242 -1.668 -0.140 0.12
H -0.863 -0.357 2.512 0.13
H -1.316 -1.740 1.392 0.09
H -2.315 -0.730 -0.152 0.10
H -2.245 1.019 0.383 0.11
```

Summary:
- Structure (SMILES): O=C1CCC2(CC2)C1=O
- LUMO energy: -0.213 eV
- Orbital gap: 9.04 eV
- Net charge: 0

Model two:
Molecular formula: C7H8O2
Method: DFT, wB97M-V/def2-TZVPD

```
17
Properties=species:S:1:pos:R:3:lowdin_charge:R:1
C -1.869 1.379 -1.197 -0.13
C 0.090 0.109 -0.573 -0.17
C 1.277 0.813 -0.423 -0.02
C 2.213 0.488 0.591 -0.06
C 1.760 -0.507 1.415 -0.12
C 0.565 -1.140 1.360 -0.07
C -0.378 -0.782 0.476 -0.26
H -2.518 1.018 -0.199 0.13
H -1.279 2.258 -0.752 0.08
H -2.615 1.835 -2.006 0.12
H 1.493 1.785 -1.031 0.15
H 3.122 0.935 0.556 0.07
H 2.385 -0.934 2.170 0.10
H 0.334 -1.908 2.154 0.14
H -1.995 -2.429 0.382 0.32
O -0.844 0.470 -1.647 -0.16
O -1.765 -1.060 0.251 -0.12
```

Summary:
- LUMO energy: -0.332 eV
- Orbital gap: 8.63 eV
- Net charge: 0

Model three:
Molecular formula: C7H8O2
Method: DFT, wB97M-V/def2-TZVPD

```
17
Properties=species:S:1:pos:R:3:lowdin_charge:R:1
C 2.444 -0.315 -0.625 0.01
C 1.352 -0.974 -0.426 -0.12
C 0.168 -0.411 0.164 -0.68
C 0.008 0.071 1.446 0.01
C -0.103 0.989 0.140 -0.09
C -1.504 1.060 -0.649 0.02
C -2.162 -0.377 -0.423 -0.30
H 2.389 0.789 -0.488 0.07
H 3.477 -0.929 -0.735 0.12
H 1.203 -2.081 -0.571 0.14
H -0.954 -0.358 1.974 0.16
H 0.928 -0.189 2.283 0.19
H 0.457 1.770 -0.192 0.10
H -2.206 1.705 -0.050 0.13
H -1.296 1.304 -1.666 0.11
O -3.221 -0.923 -0.168 0.11
O -0.979 -1.129 -0.016 0.00
```

Summary:
- Structure (SMILES): C=C[C@@]12C[C@@H]1CC(=O)O2
- LUMO energy: 0.795 eV
- Orbital gap: 10.66 eV
- Net charge: 0

Top of the stability list: model one, leading by 258.8 kJ/mol.